{"formula": "C16H28N10O2ReTe", "method": "ωB97M-V with the def2-TZVPD basis set", "molar_mass_g_mol": 706.28, "homo_energy_ev": [-19.936, -19.936], "total_energy_ev": -45430.173, "spin_multiplicity": 2, "charge": 4, "symbols": ["Re", "N", "C", "N", "C", "N", "N", "C", "N", "C", "C", "C", "C", "C", "N", "H", "H", "H", "H", "H", "H", "H", "H", "N", "C", "C", "C", "C", "N", "C", "N", "N", "C", "O", "O", "H", "H", "H", "H", "H", "H", "H", "H", "H", "H", "H", "H", "H", "H", "C", "Te", "C", "H", "H", "H", "H", "H", "H"], "xyz": [[-0.31, 1.14, 0.73], [-2.48, 0.82, 3.32], [-1.28, 1.25, 3.75], [-1.11, 1.49, 5.02], [0.09, 1.96, 5.41], [0.33, 2.14, 6.68], [1.11, 2.27, 4.53], [0.85, 2.01, 3.30], [-0.31, 1.48, 2.78], [1.86, 2.38, 2.27], [3.08, 2.93, 2.57], [3.94, 3.27, 1.52], [3.55, 3.03, 0.20], [2.33, 2.45, -0.04], [1.47, 2.13, 0.98], [-3.14, 0.63, 4.07], [-2.53, 0.17, 2.54], [-0.39, 1.93, 7.36], [1.22, 2.50, 6.99], [3.34, 3.11, 3.60], [4.90, 3.71, 1.73], [4.20, 3.28, -0.63], [1.99, 2.24, -1.05], [-0.09, 0.27, -1.33], [-1.23, -0.69, -1.60], [-1.05, -1.65, -2.77], [-0.04, -2.80, -2.63], [-0.30, -3.86, -3.74], [-0.13, -5.24, -3.27], [0.50, -6.23, -3.91], [0.46, -7.46, -3.40], [1.18, -6.04, -5.04], [-1.53, -1.32, -0.27], [-1.86, -2.41, -0.01], [-1.40, -0.35, 0.80], [-0.04, 0.95, -2.09], [0.79, -0.26, -1.39], [-2.09, -0.05, -1.82], [-0.82, -1.04, -3.64], [-2.05, -2.06, -2.96], [-0.11, -3.28, -1.65], [0.98, -2.43, -2.74], [0.39, -3.69, -4.56], [-1.30, -3.75, -4.15], [-0.69, -5.52, -2.48], [-0.09, -7.68, -2.58], [0.91, -8.23, -3.87], [1.22, -5.15, -5.50], [1.63, -6.81, -5.51], [-1.70, 4.40, 2.08], [-2.30, 2.98, 0.63], [-1.81, 4.14, -1.07], [-2.41, 5.22, 1.96], [-0.69, 4.73, 1.85], [-1.79, 3.96, 3.06], [-0.84, 4.60, -0.94], [-2.59, 4.90, -1.12], [-1.86, 3.51, -1.96]], "lowdin_spin": [0.873, 0.006, 0.003, 0.000, 0.001, 0.004, 0.006, 0.004, 0.013, 0.004, 0.000, -0.002, -0.001, 0.008, 0.016, 0.000, 0.000, 0.000, 0.000, 0.000, 0.000, 0.000, 0.002, 0.012, 0.007, 0.000, 0.000, 0.000, 0.000, 0.000, 0.000, 0.000, 0.015, 0.005, 0.046, 0.007, 0.001, 0.000, 0.000, 0.000, 0.000, 0.000, 0.000, 0.000, 0.000, 0.000, 0.000, 0.000, 0.000, -0.008, -0.031, 0.008, -0.001, 0.000, 0.000, 0.000, 0.000, 0.000]}